Density functional theory data (the ωB97M-V functional and the def2-TZVPD basis) for a structure of composition C12H36ClNiO10.

Each line ends with the natural charge from an NBO analysis.
Cartesian coordinates (Å):
Ni  -2.32839  1.71975  1.15851  1.6921
Cl  -0.22744  -1.17968  -0.90692  2.5877
O  -0.83580  -0.13404  -0.13538  -0.9949
O  0.66789  -1.70929  0.02335  -0.8563
O  -1.23019  -2.07803  -1.33846  -0.7823
O  0.57976  -0.57319  -2.01174  -0.9048
C  1.74031  1.38474  -6.22607  -0.5740
C  2.59353  0.37347  -5.37458  -0.1067
O  1.87181  -0.78554  -5.02496  -0.2972
H  2.31539  2.31068  -6.23113  0.2632
H  0.72472  1.43476  -5.83341  0.2264
H  1.52157  1.01845  -7.22911  0.2551
H  3.04135  0.86684  -4.51195  0.2386
H  3.40751  0.02918  -6.01254  0.2403
H  1.36638  -0.47621  -4.26968  0.5102
C  0.67485  2.40650  3.36754  -0.6428
C  0.13746  1.10278  2.87701  -0.1158
O  -1.29111  1.07775  2.87374  -0.8171
H  0.31345  3.22167  2.74066  0.1913
H  1.76066  2.47886  3.30532  0.2549
H  0.51483  2.60659  4.42700  0.2337
H  0.71188  0.36516  3.43742  0.2444
H  0.46469  1.10689  1.83730  0.1909
H  -1.47751  0.57024  3.66702  0.5413
C  4.65904  0.59149  0.70209  -0.6261
C  3.71334  1.31967  -0.31285  -0.0721
O  3.93852  0.74599  -1.52239  -0.5897
H  4.73979  1.12030  1.65179  0.2210
H  5.65476  0.49899  0.26841  0.2311
H  4.30440  -0.38695  1.02613  0.2331
H  3.92689  2.37862  -0.45818  0.1974
H  2.70462  1.12757  0.05275  0.1608
H  3.13362  0.30559  -1.80484  0.4843
C  -3.15919  -1.79792  2.68762  -0.6378
C  -3.82177  -1.06187  1.50545  -0.0812
O  -3.84947  0.38930  1.61257  -0.8231
H  -2.08481  -1.62827  2.75850  0.2105
H  -3.33309  -2.86602  2.55712  0.2612
H  -3.58162  -1.38263  3.60259  0.2137
H  -4.87041  -1.35874  1.52277  0.1981
H  -3.36041  -1.38459  0.57212  0.2171
H  -4.78604  0.54501  1.75466  0.5301
C  -4.96960  1.90180  -2.42413  -0.6600
C  -3.49288  1.80268  -1.81683  -0.0755
O  -3.54828  2.19489  -0.41831  -0.8273
H  -5.72923  1.50878  -1.74840  0.2250
H  -5.02803  1.31101  -3.33826  0.2590
H  -5.36714  2.89853  -2.61545  0.2342
H  -2.70709  2.24921  -2.42612  0.2073
H  -3.19178  0.75731  -1.74874  0.2079
H  -4.12285  2.96007  -0.34105  0.5220
C  2.14028  -4.44610  2.52685  -0.6272
C  1.63524  -3.08397  3.06045  -0.0695
O  2.36449  -2.02319  2.43106  -0.7458
H  1.59190  -5.20608  3.08346  0.2109
H  3.19104  -4.62159  2.75753  0.2225
H  1.98560  -4.50930  1.44973  0.2051
H  1.78947  -3.15692  4.13701  0.1775
H  0.55048  -2.97771  3.06998  0.1456
H  1.96262  -1.85331  1.57594  0.4816

Cartesian forces (eV/Å) of the 3 atoms listed first:
Ni -0.51 -2.50 -0.02
Cl 1.72 0.97 -1.30
O -2.48 3.41 0.77

charge: +2
Kohn-Sham gap (spin up / spin down): 0.2352 / 0.1018 Eh
2S+1: 4
⟨S²⟩: 3.759
energy: -87038.02004 eV
largest force on an atom: 0.08326 hartree/bohr


Density functional theory data (the ωB97M-V functional and the def2-TZVPD basis) for a cluster of 7 separate species, C12H36ClO10S6 in total.

Each line ends with the natural charge from an NBO analysis.
Cartesian coordinates (Å):
Cl  0.82564  0.54865  0.07610  2.5674
O  -0.37700  0.24913  0.74520  -0.9081
O  0.39937  1.01586  -1.20118  -0.8670
O  1.42409  1.52845  0.99762  -0.8296
O  1.71412  -0.59016  -0.07122  -0.8496
C  1.10293  -3.95400  -2.22521  -0.8301
S  2.07070  -2.51955  -1.57945  1.2254
O  3.50281  -2.82680  -2.07617  -0.9957
C  1.43881  -1.16098  -2.52613  -0.8385
H  1.02150  -3.88419  -3.30992  0.2287
H  0.08752  -3.97989  -1.82977  0.2186
H  1.68636  -4.85407  -2.03132  0.2436
H  2.32233  -0.52273  -2.53810  0.2278
H  0.62791  -0.80934  -1.88826  0.2748
H  1.03031  -1.48510  -3.48330  0.2202
C  -1.06734  -0.66210  -1.72058  -0.8390
S  -2.66681  -1.24382  -1.01261  1.2053
O  -3.28530  -1.99862  -2.17648  -1.0099
C  -2.07919  -2.50139  0.23664  -0.7995
H  -0.64626  -1.39979  -2.40367  0.2351
H  -0.36178  -0.69818  -0.89054  0.2223
H  -1.14315  0.30909  -2.20961  0.2527
H  -2.91947  -2.93743  0.77692  0.2573
H  -1.41370  -1.96920  0.91633  0.2440
H  -1.46190  -3.28727  -0.19859  0.2039
C  1.19598  -1.92634  2.43533  -0.8009
S  0.18189  -3.43048  2.23356  1.1983
O  -1.25318  -3.08336  2.59202  -0.9844
C  0.25806  -3.73158  0.43191  -0.8545
H  2.18299  -2.38465  2.37292  0.2268
H  0.94303  -1.56985  3.43384  0.2274
H  1.09154  -1.29733  1.55129  0.2634
H  1.22686  -4.05463  0.05091  0.2431
H  0.02472  -2.78285  -0.05136  0.2387
H  -0.48970  -4.43935  0.07412  0.2330
C  -1.21992  2.76871  4.29092  -0.8205
S  -1.38760  0.99731  4.60560  1.1928
O  -2.85691  0.78595  4.36773  -1.0020
C  -0.37851  0.36086  3.21172  -0.8170
H  -2.10586  3.35601  4.53237  0.2538
H  -0.96492  2.91658  3.24153  0.2461
H  -0.35741  3.06411  4.88833  0.2074
H  -0.94426  0.07601  2.32467  0.2678
H  0.22820  -0.43330  3.64682  0.2037
H  0.08695  1.28219  2.86157  0.2475
C  1.62937  3.13858  -2.10840  -0.8338
S  3.28592  2.99766  -2.91404  1.1635
O  4.05184  4.23867  -2.40382  -0.9569
C  3.71945  1.37209  -2.07739  -0.7955
H  1.68854  2.82887  -1.06501  0.2416
H  0.85893  2.42888  -2.40980  0.2457
H  1.22496  4.15013  -2.07186  0.2385
H  3.72730  1.46888  -0.99172  0.2367
H  4.76037  1.13451  -2.29679  0.2326
H  3.04990  0.53599  -2.27927  0.2107
C  -3.27154  3.83099  -0.95712  -0.8008
S  -1.73621  3.56544  0.03617  1.1581
O  -2.12547  4.16102  1.40927  -0.9982
C  -1.83326  1.71688  0.36284  -0.7978
H  -3.30854  3.11029  -1.77403  0.2257
H  -3.26455  4.90839  -1.12225  0.2360
H  -4.04570  3.46467  -0.28291  0.2360
H  -1.50056  1.10082  -0.47255  0.2331
H  -2.87356  1.60716  0.66918  0.2296
H  -1.33164  1.39953  1.27704  0.2644

Cartesian forces (eV/Å) of the 3 atoms listed first:
Cl 2.30 2.84 3.35
O 2.33 -5.62 -0.13
O 2.65 1.98 0.38

charge: -1
Kohn-Sham gap: 0.3041 Eh
2S+1: 1
energy: -111016.44064 eV
largest force on an atom: 0.11826 hartree/bohr


Density functional theory data (the ωB97M-V functional and the def2-TZVPD basis) for a structure of composition C12H36FeNO15.

Each line ends with the natural charge from an NBO analysis.
Cartesian coordinates (Å):
Fe  -0.96060  2.85956  0.39895  1.6255
N  -0.35541  -0.34871  0.27654  0.7438
O  0.24938  -0.97103  1.13607  -0.4612
O  -0.91830  -0.87568  -0.66198  -0.4404
O  -0.37217  0.94008  0.38209  -0.7219
C  0.71114  -3.46748  -2.02026  -0.0862
C  1.33107  -4.56232  -2.83590  -0.0924
O  2.68351  -4.23389  -3.11839  -0.7185
O  1.46453  -3.34772  -0.83257  -0.7265
H  -0.35351  -3.63112  -1.82483  0.1686
H  0.79042  -2.55904  -2.63571  0.1499
H  0.84159  -4.77604  -3.79322  0.1787
H  1.25573  -5.55114  -2.36302  0.1715
H  3.22767  -4.77386  -2.54070  0.4766
H  1.11531  -2.59240  -0.34519  0.4762
C  1.85945  2.97114  -0.07215  -0.1181
C  1.22226  3.72837  -1.18269  -0.1177
O  -0.09464  3.16706  -1.49547  -0.7898
O  1.02427  3.16508  1.11716  -0.7954
H  2.87269  3.32845  0.11290  0.2211
H  1.95579  1.89702  -0.23307  0.2273
H  1.85450  3.79922  -2.06542  0.2275
H  1.10154  4.75677  -0.82253  0.1899
H  -0.12132  3.17026  -2.46054  0.5451
H  1.58015  3.48089  1.83768  0.5372
C  0.81182  0.89626  4.16855  -0.0977
C  0.50095  2.20349  4.82962  -0.0987
O  -0.22382  3.07012  3.91898  -0.7660
O  1.68237  1.04795  3.03656  -0.7371
H  -0.08519  0.34711  3.85702  0.1665
H  1.32106  0.23591  4.87431  0.2037
H  1.40542  2.70671  5.17738  0.1836
H  -0.11453  2.02028  5.71942  0.1809
H  0.00111  3.97042  4.17060  0.4806
H  1.13915  0.96071  2.24349  0.4863
C  -3.45395  1.93344  1.60153  -0.1112
C  -3.89211  2.75429  0.39424  -0.1078
O  -2.85106  2.77296  -0.59515  -0.7759
O  -2.13303  2.32986  2.06482  -0.7774
H  -3.35451  0.92646  1.17868  0.1912
H  -4.19514  1.95663  2.39379  0.2191
H  -4.29618  3.72408  0.68383  0.2108
H  -4.73207  2.18995  -0.01655  0.2138
H  -3.03549  2.13174  -1.29202  0.5313
H  -2.05062  1.88363  2.91614  0.5366
C  -0.18496  -0.17913  -4.69381  -0.0868
C  -0.29913  0.89678  -5.72072  -0.0847
O  -1.52344  1.60956  -5.52470  -0.7401
O  0.02597  0.38293  -3.41091  -0.7585
H  0.66830  -0.79437  -5.00304  0.1767
H  -1.11491  -0.75553  -4.72639  0.1792
H  -0.29604  0.37856  -6.68233  0.1814
H  0.52613  1.60771  -5.60773  0.1642
H  -1.73367  2.10565  -6.32029  0.4753
H  -0.24459  -0.22163  -2.71080  0.4917
C  1.51842  -4.33725  2.25320  -0.0944
C  0.03140  -4.22203  2.17670  -0.0939
O  -0.46307  -3.17290  3.01325  -0.7461
O  1.91633  -4.85854  3.51286  -0.7175
H  2.03223  -3.37997  2.09233  0.1578
H  1.91161  -4.99482  1.47933  0.1961
H  -0.44303  -5.12849  2.54343  0.1941
H  -0.28395  -4.04346  1.13913  0.1661
H  -0.12400  -2.31775  2.72668  0.4702
H  1.67122  -4.21076  4.18086  0.4658

Cartesian forces (eV/Å) of the 3 atoms listed first:
Fe 0.12 -1.38 0.07
N -0.15 0.07 0.09
O 0.19 0.10 0.06

charge: +1
Kohn-Sham gap (spin up / spin down): 0.2908 / 0.2637 Eh
2S+1: 5
⟨S²⟩: 6.006
energy: -79605.66716 eV
largest force on an atom: 0.03333 hartree/bohr


Density functional theory data (the ωB97M-V functional and the def2-TZVPD basis) for a structure of composition C12H36MnN4OP2.

Each line ends with the natural charge from an NBO analysis.
Cartesian coordinates (Å):
Mn  0.22360  -0.08640  0.45120  1.6324
N  2.08970  -1.13920  1.37830  -0.9174
C  3.20270  -0.18390  1.21400  -0.2311
C  3.41550  0.09500  -0.28010  -0.2423
N  2.15670  0.41490  -0.97950  -0.5213
C  2.03790  1.84730  -1.29280  -0.2447
C  1.70130  2.68410  -0.05780  -0.2326
N  0.41920  2.22960  0.51690  -0.9259
C  1.99540  -0.42160  -2.18190  -0.2271
C  0.57220  -0.39380  -2.74350  -0.2448
N  -0.42340  -0.67710  -1.69450  -0.9427
H  1.97440  -1.34180  2.37250  0.4029
H  2.35110  -2.02440  0.93610  0.3944
H  4.14400  -0.57200  1.62280  0.2250
H  2.94280  0.72510  1.76480  0.1946
H  3.85870  -0.80020  -0.72180  0.2184
H  4.14420  0.90020  -0.40600  0.2251
H  1.21690  1.97470  -1.99960  0.2148
H  2.95770  2.22980  -1.75480  0.2179
H  1.65650  3.73990  -0.35070  0.2218
H  2.47700  2.58000  0.70180  0.2047
H  -0.34180  2.52340  -0.10780  0.3966
H  0.26780  2.69730  1.41230  0.4042
H  2.23290  -1.45090  -1.90260  0.2036
H  2.68850  -0.11490  -2.97610  0.2159
H  0.51790  -1.11990  -3.56000  0.2263
H  0.34960  0.58790  -3.16630  0.2120
H  -0.66330  -1.67020  -1.70330  0.3930
H  -1.27620  -0.15440  -1.91970  0.4127
C  -3.40990  -2.51290  1.78250  -0.9931
P  -2.67940  -0.95610  2.36920  1.9230
C  -2.30120  -1.12500  4.13610  -0.9942
C  -3.92020  0.35970  2.16530  -0.9919
O  -1.43840  -0.61890  1.56950  -1.2574
H  -4.31850  -2.73240  2.33530  0.2708
H  -2.69810  -3.32390  1.92250  0.2637
H  -3.64590  -2.42190  0.72380  0.2589
H  -3.21780  -1.32400  4.68190  0.2709
H  -1.85220  -0.20590  4.50690  0.2627
H  -1.60670  -1.94790  4.28670  0.2633
H  -4.81850  0.13500  2.73360  0.2706
H  -4.17440  0.43730  1.10880  0.2566
H  -3.50420  1.30610  2.50920  0.2595
C  -3.03320  3.44030  -1.86180  -0.9206
P  -1.93430  2.20980  -2.69100  0.6764
C  -1.03610  3.31470  -3.86980  -0.9240
C  -3.16640  1.46840  -3.85020  -0.9211
H  -3.59710  4.00500  -2.60520  0.2428
H  -2.43900  4.13080  -1.26680  0.2306
H  -3.73190  2.91830  -1.21030  0.2329
H  -1.73680  3.97800  -4.37740  0.2451
H  -0.52510  2.70350  -4.61170  0.2389
H  -0.29410  3.91530  -3.34690  0.2311
H  -3.62070  2.25380  -4.45490  0.2422
H  -3.94880  0.96120  -3.28800  0.2378
H  -2.68840  0.74380  -4.50690  0.2383

Cartesian forces (eV/Å) of the 3 atoms listed first:
Mn 0.24 0.08 -0.38
N -0.36 -0.09 0.13
C 0.31 0.21 -0.29

charge: +2
Kohn-Sham gap (spin up / spin down): 0.3317 / 0.3284 Eh
2S+1: 6
⟨S²⟩: 8.753
energy: -70925.00537 eV
largest force on an atom: 0.02198 hartree/bohr